[1]
{"formula": "C3H7Br2OP", "method": "the ωB97M-V functional and the def2-TZVPD basis", "homo_lumo_gap_ev": 9.46, "relative_energy_kj_mol": 136.7, "elements": ["C", "C", "C", "O", "P", "Br", "Br", "H", "H", "H", "H", "H", "H", "H"], "positions_angstrom": [[-0.68, -0.71, -0.46], [0.67, -0.86, 0.20], [1.25, 0.48, 0.53], [0.32, 1.27, 1.18], [1.77, -2.00, -0.83], [1.75, -0.84, -2.78], [0.33, -3.62, -1.29], [-0.56, 0.02, -1.12], [-1.36, -1.50, -0.72], [-1.29, -0.09, 0.34], [0.47, -1.47, 1.00], [1.67, 0.85, -0.49], [2.14, 0.31, 1.13], [-0.11, 1.93, 0.56]], "nbo_charge": [-0.63, -0.54, -0.07, -0.71, 0.68, -0.25, -0.20, 0.20, 0.24, 0.22, 0.22, 0.17, 0.18, 0.48]}

=====

[2]
{"formula": "C3H7BrN", "method": "the ωB97M-V functional and the def2-TZVPD basis", "homo_lumo_gap_ev": [7.99, 8.17], "total_charge": 1, "relative_energy_kj_mol": 274.3, "elements": ["C", "C", "C", "N", "Br", "H", "H", "H", "H", "H", "H", "H"], "positions_angstrom": [[-0.32, -0.85, -0.83], [0.71, -0.16, 0.11], [-1.42, -0.44, 0.03], [1.00, 1.22, 0.34], [-1.88, -1.85, 1.15], [-0.28, -0.47, -1.87], [-0.16, -1.89, -0.85], [1.30, -0.63, 0.84], [-2.01, 0.44, -0.07], [0.32, 1.80, -0.15], [1.75, 1.48, -0.15], [1.00, 1.36, 1.45]], "nbo_charge": [-0.49, -0.12, -0.20, -0.68, 0.18, 0.24, 0.28, 0.21, 0.24, 0.44, 0.43, 0.47]}

=====

[3]
{"formula": "C3H7BrN2", "method": "the ωB97M-V functional and the def2-TZVPD basis", "homo_lumo_gap_ev": [8.70, 8.70], "relative_energy_kj_mol": 218.2, "elements": ["C", "C", "C", "N", "N", "Br", "H", "H", "H", "H", "H", "H", "H"], "positions_angstrom": [[1.48, -1.10, 0.54], [-0.84, 1.65, 0.33], [0.29, -0.66, -0.20], [-1.25, -0.98, -1.98], [-0.32, -1.04, -1.16], [0.13, 3.03, 1.32], [1.82, -0.25, 1.04], [1.34, -1.87, 1.26], [2.38, -1.50, 0.08], [-1.88, 1.75, 0.55], [-0.48, 0.66, 0.59], [-0.54, 1.76, -0.72], [-2.12, -1.43, -1.67]], "nbo_charge": [-0.70, -0.62, 0.18, -0.52, -0.01, -0.04, 0.23, 0.24, 0.24, 0.22, 0.21, 0.22, 0.34]}

=====

[4]
{"formula": "C3H7BrN2O2S", "method": "the ωB97M-V functional and the def2-TZVPD basis", "homo_lumo_gap_ev": 8.73, "relative_energy_kj_mol": 191.6, "elements": ["C", "N", "C", "C", "N", "S", "O", "O", "Br", "H", "H", "H", "H", "H", "H", "H"], "positions_angstrom": [[-0.09, 0.94, 1.02], [-0.47, -0.02, 0.09], [0.27, -0.39, -1.13], [-1.84, -0.32, -0.02], [-2.65, -0.05, 0.92], [-4.25, -0.94, 0.32], [-3.91, -2.01, -0.56], [-5.14, -1.21, 1.42], [-5.11, 0.79, -0.90], [-0.54, 1.94, 0.90], [-0.42, 0.74, 2.00], [0.91, 1.14, 1.20], [1.36, -0.34, -0.90], [-0.03, -1.39, -1.30], [-0.09, 0.13, -2.09], [-2.12, -0.86, -1.00]], "nbo_charge": [-0.43, -0.41, -0.40, 0.26, -0.59, 2.05, -0.89, -0.85, -0.18, 0.19, 0.22, 0.22, 0.22, 0.21, 0.20, 0.22]}

=====

[5]
{"formula": "C3H7BrNO2", "method": "the ωB97M-V functional and the def2-TZVPD basis", "homo_lumo_gap_ev": 8.42, "total_charge": 1, "relative_energy_kj_mol": 205.7, "elements": ["C", "C", "C", "N", "O", "O", "Br", "H", "H", "H", "H", "H", "H", "H"], "positions_angstrom": [[1.83, -0.95, -0.06], [-1.14, -0.73, -0.03], [-0.10, 0.10, 0.69], [-0.04, 1.49, 0.21], [1.90, -2.06, -0.21], [-1.02, -0.60, -1.44], [2.94, 0.68, -0.09], [-2.10, -0.42, 0.26], [-1.04, -1.66, 0.41], [0.02, 0.06, 1.76], [-0.40, 2.20, 0.88], [-0.39, 1.62, -0.73], [0.99, 1.63, 0.14], [-1.45, -1.38, -1.79]], "nbo_charge": [0.54, -0.13, -0.10, -0.74, -0.41, -0.72, 0.08, 0.19, 0.21, 0.24, 0.45, 0.46, 0.44, 0.50]}

=====

[6]
{"formula": "C3H7BrS2", "method": "the ωB97M-V functional and the def2-TZVPD basis", "homo_lumo_gap_ev": [9.44, 5.85], "relative_energy_kj_mol": 345.6, "elements": ["C", "C", "C", "S", "S", "Br", "H", "H", "H", "H", "H", "H", "H"], "positions_angstrom": [[-0.42, 0.00, -0.55], [3.06, 0.99, 1.24], [-0.40, 1.36, 0.02], [-1.16, 1.64, 1.55], [0.01, 2.71, -0.96], [3.08, -0.26, -0.16], [-1.29, -0.47, -0.35], [0.51, -0.34, -0.19], [-0.42, 0.12, -1.60], [3.61, 0.69, 2.20], [3.44, 1.91, 0.79], [-0.74, 2.83, 1.48], [-0.38, 2.08, -2.08]], "nbo_charge": [-0.68, -0.42, -0.37, 0.09, 0.06, 0.06, 0.22, 0.24, 0.21, 0.19, 0.18, 0.11, 0.11]}

=====

[7]
{"formula": "C3H7BrSi", "method": "the ωB97M-V functional and the def2-TZVPD basis", "homo_lumo_gap_ev": 9.78, "relative_energy_kj_mol": 198.7, "elements": ["C", "C", "Si", "C", "Br", "H", "H", "H", "H", "H", "H", "H"], "positions_angstrom": [[2.35, -0.17, 0.14], [1.38, 0.36, -0.56], [-0.38, -0.53, -0.60], [-1.90, 0.46, 0.64], [-3.53, 0.03, -0.13], [3.26, 0.21, 0.48], [2.41, -1.21, 0.51], [1.59, 1.28, -1.05], [-0.85, -0.04, -1.81], [-0.67, -1.89, -0.04], [-1.92, 1.56, 0.80], [-1.74, -0.07, 1.62]], "nbo_charge": [-0.35, -0.59, 1.04, -0.85, 0.03, 0.19, 0.18, 0.23, -0.19, -0.13, 0.23, 0.22]}

=====

[8]
{"formula": "C3H7Cl2N", "method": "the ωB97M-V functional and the def2-TZVPD basis", "homo_lumo_gap_ev": 10.76, "relative_energy_kj_mol": 54.8, "elements": ["N", "C", "C", "Cl", "C", "Cl", "H", "H", "H", "H", "H", "H", "H"], "positions_angstrom": [[-2.46, -1.21, -0.28], [-1.96, 0.02, 0.17], [-0.47, 0.24, -0.23], [0.23, 1.79, 0.01], [0.46, -0.79, 0.48], [2.11, -0.84, -0.13], [-3.41, -1.11, -0.55], [-2.54, -1.89, 0.45], [-2.58, 0.83, -0.27], [-1.99, 0.24, 1.26], [-0.48, 0.02, -1.25], [0.29, -0.76, 1.62], [0.07, -1.84, 0.27]], "nbo_charge": [-0.83, -0.22, -0.25, -0.02, -0.42, -0.02, 0.37, 0.36, 0.21, 0.17, 0.21, 0.22, 0.23]}

=====

[9]
{"formula": "C3H7Cl2NO2Si", "method": "the ωB97M-V functional and the def2-TZVPD basis", "homo_lumo_gap_ev": 9.36, "relative_energy_kj_mol": 172.3, "elements": ["C", "C", "C", "N", "O", "O", "Si", "Cl", "Cl", "H", "H", "H", "H", "H", "H", "H"], "positions_angstrom": [[-0.53, -1.80, 1.23], [-0.20, 2.09, -1.62], [0.09, -0.45, 0.86], [0.04, 0.53, 1.81], [0.88, 1.47, 1.80], [-0.81, 0.46, 2.67], [-1.18, 0.60, -0.91], [-3.01, 1.09, -0.14], [-1.34, -0.98, -2.15], [-0.34, -2.57, 0.53], [-0.30, -2.07, 2.29], [-1.59, -1.62, 1.30], [0.13, 2.93, -1.09], [0.80, 1.60, -1.91], [-0.67, 2.66, -2.51], [1.05, -0.38, 0.21]], "nbo_charge": [-0.65, -1.15, -0.29, 0.44, -0.45, -0.39, 1.42, -0.34, -0.34, 0.23, 0.24, 0.23, 0.28, 0.26, 0.27, 0.25]}

=====

[10]
{"formula": "C3H7Cl3Si", "method": "the ωB97M-V functional and the def2-TZVPD basis", "homo_lumo_gap_ev": 8.75, "relative_energy_kj_mol": 505.5, "elements": ["C", "Si", "C", "Cl", "H", "H", "H", "H", "H", "Cl", "C", "Cl", "H", "H"], "positions_angstrom": [[-1.14, -2.57, 1.47], [-1.26, -0.91, 0.88], [-2.65, -0.13, -0.01], [0.24, 0.46, 0.90], [-0.17, -3.00, 1.71], [-1.98, -3.18, 1.09], [-3.24, 0.52, 0.60], [-2.19, 0.47, -0.83], [-3.38, -0.86, -0.48], [2.24, 2.91, -1.83], [3.17, 1.76, -0.92], [4.21, 0.97, -2.03], [2.45, 1.15, -0.40], [3.69, 2.43, -0.15]], "nbo_charge": [-1.19, 1.47, -1.18, -0.38, 0.24, 0.24, 0.26, 0.27, 0.27, -0.03, -0.44, 0.02, 0.23, 0.23]}

=====

[11]
{"formula": "C3H7Cl4NO2", "method": "the ωB97M-V functional and the def2-TZVPD basis", "homo_lumo_gap_ev": 11.13, "relative_energy_kj_mol": 31.9, "elements": ["C", "N", "O", "O", "H", "H", "H", "Cl", "C", "Cl", "H", "H", "Cl", "C", "Cl", "H", "H"], "positions_angstrom": [[-0.22, 0.68, -0.13], [-0.32, -0.03, -1.40], [-1.00, 0.45, -2.30], [0.46, -0.98, -1.61], [-0.77, 1.63, -0.12], [0.85, 0.78, 0.04], [-0.69, 0.03, 0.60], [-3.85, -1.50, -0.67], [-3.58, -2.41, 0.87], [-2.43, -1.55, 1.89], [-4.48, -2.59, 1.45], [-3.14, -3.36, 0.56], [3.41, 0.69, -1.10], [3.98, 1.78, 0.23], [2.60, 2.49, 1.12], [4.71, 1.28, 0.86], [4.46, 2.62, -0.28]], "nbo_charge": [-0.49, 0.52, -0.37, -0.39, 0.23, 0.25, 0.24, -0.03, -0.38, -0.03, 0.23, 0.23, -0.03, -0.38, -0.03, 0.23, 0.22]}

=====

[12]
{"formula": "C3H7Cl5NOZr", "method": "the ωB97M-V functional and the def2-TZVPD basis", "homo_lumo_gap_ev": 8.46, "total_charge": -1, "elements": ["Zr", "Cl", "Cl", "Cl", "Cl", "Cl", "C", "C", "O", "N", "C", "H", "H", "H", "H", "H", "H", "H"], "positions_angstrom": [[-0.42, -1.80, -1.55], [-0.65, -3.72, -3.08], [2.05, -1.56, -1.95], [-2.90, -1.95, -0.80], [-1.03, 0.13, -3.03], [0.29, -3.36, 0.54], [-1.66, 1.31, 0.97], [-0.34, 0.70, 0.60], [-0.28, -0.35, -0.03], [0.76, 1.31, 0.98], [2.09, 0.79, 0.76], [-2.51, 0.67, 0.71], [-1.87, 2.23, 0.41], [-1.67, 1.40, 2.06], [0.75, 2.20, 1.45], [2.44, 1.03, -0.25], [2.14, -0.30, 0.83], [2.83, 1.27, 1.39]], "nbo_charge": [1.62, -0.49, -0.55, -0.59, -0.54, -0.62, -0.72, 0.75, -0.68, -0.56, -0.44, 0.28, 0.24, 0.22, 0.40, 0.22, 0.26, 0.20]}